Entry 1:
A structure of composition C27H41BeBr2ClCsF3InLiMgN2NaO9P in a non-equilibrium geometry, computed with the ωB97M-V functional and the def2-TZVPD basis.

Computed properties:
- LUMO level (eV) = -8.7
- orbital gap (eV) = 2.2
- HOMO energy (eV) = -10.82
- net charge = +2

The geometry in XYZ format:
```
92
Properties=species:S:1:pos:R:3:forces:R:3:mulliken_charge:R:1
C -3.209 -0.213 1.313 -0.78 0.12 -0.81 0.007
C -2.838 -0.057 0.017 1.44 0.24 0.51 -0.146
C -1.492 0.566 -0.374 -0.69 -1.74 -1.23 -0.864
In -1.622 1.060 -2.606 1.31 0.82 0.74 0.798
C -2.959 2.901 -2.732 -0.94 0.24 0.41 -1.170
C -4.015 2.706 -1.639 0.49 -0.22 -0.83 -0.258
C -4.933 3.940 -1.503 0.30 -0.10 0.93 0.742
C -4.463 4.901 -0.376 -0.03 0.06 -0.67 -1.102
C 0.477 1.459 -3.270 0.30 -0.63 -0.38 0.537
C 1.170 0.092 -3.587 -0.13 0.16 0.80 0.195
C 2.145 -0.269 -2.452 0.61 -0.11 0.02 -0.102
C 3.410 0.624 -2.431 -0.92 -0.38 -0.58 -0.820
O 4.113 0.503 -1.191 0.02 0.51 -0.02 -0.398
C 3.688 1.506 -0.342 -1.10 0.20 1.00 0.034
O 2.809 1.357 0.461 0.75 -0.52 -0.54 -0.307
C -2.501 -0.693 -3.784 -0.65 -0.60 -0.18 -0.741
C -2.445 -1.913 -2.861 0.25 1.42 0.17 0.343
C -1.888 -3.125 -3.567 -1.37 -0.44 -0.11 -0.455
F -0.874 -2.844 -4.394 1.01 -0.65 2.22 -0.213
Br -3.406 -3.852 -4.650 0.09 -0.52 0.73 0.035
C -1.497 -4.268 -2.601 -0.45 0.15 -1.33 0.528
F -2.554 -4.633 -1.895 0.28 -0.15 0.43 -0.168
F -1.022 -5.283 -3.306 0.01 -0.23 0.37 -0.141
Br -0.047 -3.751 -1.374 0.09 -0.10 -0.05 -0.083
H -4.148 0.234 1.637 -0.49 -1.44 0.25 0.426
H -2.542 -0.740 2.004 0.63 1.19 0.06 -0.693
H -3.525 -0.339 -0.782 -0.68 1.16 0.23 0.327
H -0.655 -0.115 -0.162 0.17 0.33 -0.02 0.271
H -1.354 1.532 0.122 0.21 -0.30 0.31 0.239
H -3.407 3.028 -3.720 0.14 -0.02 0.03 0.518
H -2.357 3.771 -2.441 0.37 -0.23 -0.37 0.436
H -3.471 2.610 -0.696 -0.35 -0.31 0.09 0.076
H -4.569 1.786 -1.864 -0.17 0.15 0.25 0.112
H -5.103 4.471 -2.443 0.08 -0.18 -0.02 0.747
H -5.944 3.531 -1.195 0.70 0.03 -0.06 -1.048
H -4.185 5.851 -0.834 -0.18 0.14 0.38 0.275
H -3.577 4.544 0.155 -0.07 -0.14 -0.12 0.323
H -5.248 5.030 0.370 0.08 0.29 -0.09 0.326
H 0.540 2.110 -4.160 -0.03 -0.08 0.25 -1.239
H 1.058 1.929 -2.472 -0.35 0.32 -0.06 0.532
H 1.718 0.074 -4.538 -0.09 0.08 0.03 0.448
H 0.427 -0.711 -3.657 0.19 -0.01 -0.18 -0.581
H 1.681 -0.205 -1.458 -0.22 0.18 -0.21 -0.364
H 2.507 -1.298 -2.575 -0.13 0.03 0.02 0.572
H 4.028 0.301 -3.272 0.39 0.13 0.34 0.389
H 3.125 1.670 -2.600 0.11 -0.05 0.02 0.432
H 4.151 2.506 -0.425 0.37 -0.42 -0.43 0.449
H -3.515 -0.380 -4.027 0.07 -0.17 -0.08 0.406
H -1.901 -0.812 -4.700 0.29 0.46 0.06 0.245
H -3.437 -2.078 -2.443 0.15 -0.44 -0.04 0.695
H -1.784 -1.679 -2.009 0.05 -0.22 -0.07 -0.391
Na 1.436 -2.598 0.635 0.52 -0.23 0.68 0.680
Cl -1.796 -2.264 -6.450 -0.36 1.49 -2.09 -0.304
Be -0.347 3.832 -5.134 -1.45 0.37 0.78 0.117
O 0.790 1.923 2.983 0.25 -0.59 0.01 -0.383
P 0.328 3.290 2.495 0.04 -0.18 0.00 0.539
O 1.404 4.312 2.830 -0.02 -0.13 0.49 -0.508
O -0.967 3.686 3.194 0.04 -0.01 0.01 -0.517
O 0.102 3.197 0.993 -0.35 -0.62 -0.35 -0.080
C 0.367 8.107 0.960 -0.02 -0.16 0.04 -0.863
C -0.176 6.772 1.209 -0.08 -0.15 0.08 0.341
N -0.597 5.722 1.422 -0.26 1.16 -0.55 -0.344
H 1.007 8.089 0.079 0.02 0.02 0.01 0.259
H -0.445 8.812 0.795 0.01 0.02 0.01 0.287
H 0.952 8.433 1.817 0.01 0.00 0.00 0.270
Li -2.132 -1.031 3.743 0.20 0.52 0.21 0.962
C 3.286 -0.257 4.091 -0.07 -0.14 -0.10 -0.093
C 4.341 0.509 4.352 -0.02 0.00 -0.06 -0.321
C 5.350 0.110 5.366 0.00 0.07 0.01 0.219
O 6.309 0.805 5.607 0.04 -0.02 0.00 -0.516
C 5.134 -1.177 6.077 -0.04 -0.08 0.02 -0.398
C 4.077 -1.942 5.815 0.00 -0.05 0.03 -0.424
C 3.076 -1.542 4.802 0.03 0.22 -0.04 0.376
O 2.106 -2.244 4.560 -0.13 -0.03 -0.14 -0.621
H 2.539 0.024 3.356 -0.03 0.14 0.08 0.413
H 4.512 1.450 3.844 -0.02 0.02 0.03 0.530
H 5.879 -1.451 6.813 0.02 0.04 0.00 0.430
H 3.902 -2.882 6.323 -0.02 0.00 -0.01 0.427
Cs 2.069 3.451 -6.648 1.32 -0.25 -0.84 0.913
C 1.706 -6.090 1.701 -0.02 -0.17 -0.18 0.176
O 1.868 -4.889 1.940 -0.22 0.67 -0.37 -0.612
N 1.727 -7.046 2.618 -0.01 0.00 0.01 0.115
C 1.532 -8.448 2.279 0.05 0.04 0.18 -0.898
C 1.956 -6.680 4.012 0.03 0.17 -0.08 -0.903
H 1.529 -6.464 0.682 0.00 0.02 0.01 0.259
H 0.661 -8.832 2.811 0.02 -0.07 -0.04 0.349
H 2.412 -9.019 2.573 -0.04 -0.07 -0.04 0.346
H 1.374 -8.565 1.209 0.01 0.06 0.00 0.299
H 1.178 -5.993 4.341 0.05 0.00 0.07 0.281
H 2.919 -6.180 4.104 -0.02 0.01 0.08 0.288
H 1.946 -7.569 4.635 -0.01 -0.05 -0.08 0.387
Mg -7.874 3.302 -1.507 -0.57 -0.07 -0.10 0.345
```
Positions in Å, forces in eV/Å.

Entry 2:
A structure of composition C27H41N8OPPd in a non-equilibrium geometry, computed with the ωB97M-V functional and the def2-TZVPD basis.

Computed properties:
- LUMO level (eV) = -0.5
- orbital gap (eV) = 7.0
- HOMO energy (eV) = -7.55
- net charge = 0

The geometry in XYZ format:
```
79
Properties=species:S:1:pos:R:3:forces:R:3:mulliken_charge:R:1
Pd 0.327 -1.700 1.211 0.53 -0.75 0.97 0.320
N 2.235 -1.067 1.674 0.32 -0.13 -0.86 -0.247
C 3.367 -1.105 1.477 -0.73 0.26 0.40 0.077
C 4.775 -1.135 1.290 0.42 -0.07 -0.08 0.453
C 5.452 -2.345 1.467 -0.02 0.18 -0.05 -0.456
C 6.821 -2.377 1.273 0.00 -0.07 0.02 -0.603
C 7.500 -1.224 0.909 0.03 0.02 -0.01 -0.384
C 6.821 -0.025 0.733 0.00 0.02 0.00 -0.568
C 5.452 0.030 0.921 -0.02 -0.18 0.06 -0.430
H 4.903 -3.233 1.746 -0.02 -0.01 0.01 0.540
H 7.358 -3.306 1.406 0.00 0.01 0.00 0.394
H 8.571 -1.258 0.760 0.02 0.00 0.00 0.388
H 7.361 0.868 0.449 0.01 0.01 0.00 0.400
H 4.906 0.953 0.789 -0.02 0.01 0.00 0.474
N -0.383 0.081 1.301 -0.11 0.19 0.16 -0.934
P -0.668 1.043 0.137 0.04 -0.05 -0.33 0.268
N -2.311 1.180 -0.176 0.25 0.14 0.01 0.907
C -3.194 0.089 0.208 -0.02 -0.15 0.15 -0.328
C -4.641 0.543 0.097 0.00 -0.06 0.03 -1.063
C -5.002 0.844 -1.365 -0.04 -0.01 -0.02 -0.775
C -3.781 1.378 -2.127 0.01 0.02 -0.01 -0.792
C -2.835 2.100 -1.177 0.00 0.11 -0.09 -0.818
N 0.165 0.760 -1.312 -0.17 0.20 0.16 0.691
C 0.634 -0.548 -1.714 -0.04 -0.42 0.06 0.301
C 0.029 -0.975 -3.051 0.06 -0.03 0.04 -0.538
C 0.327 0.059 -4.130 -0.02 -0.02 -0.03 -1.019
C -0.128 1.441 -3.674 0.03 0.03 0.00 -0.405
C 0.473 1.773 -2.312 -0.01 0.13 0.05 -1.165
N -0.273 2.651 0.429 -0.04 -0.11 -0.11 0.149
C 1.168 2.887 0.604 0.11 0.01 -0.10 -0.740
C 1.525 3.058 2.072 0.06 -0.02 0.03 -0.767
C 0.869 4.326 2.629 0.03 0.03 0.02 -0.597
C -0.451 4.606 1.899 -0.05 -0.01 0.00 -1.046
C -1.105 3.309 1.451 -0.17 0.04 0.04 -0.585
H -2.929 -0.213 1.223 -0.06 -0.01 -0.06 0.508
H -3.047 -0.797 -0.437 -0.02 0.02 0.00 -0.046
H -4.770 1.435 0.715 0.01 0.03 0.01 0.289
H -5.306 -0.218 0.510 0.00 -0.01 -0.01 0.438
H -5.818 1.569 -1.403 0.00 0.01 0.00 0.369
H -5.369 -0.061 -1.854 -0.01 -0.01 0.01 0.318
H -4.087 2.045 -2.935 0.00 0.01 0.00 0.540
H -3.231 0.553 -2.589 0.00 -0.02 0.00 0.069
H -3.366 2.935 -0.697 -0.01 -0.01 -0.03 0.368
H -2.005 2.544 -1.726 -0.02 0.00 0.01 0.596
H 0.390 -1.312 -0.953 0.05 0.38 -0.25 -0.660
H 1.733 -0.535 -1.795 -0.03 -0.01 -0.03 0.408
H -1.054 -1.077 -2.921 -0.02 0.00 -0.01 0.180
H 0.420 -1.955 -3.335 0.00 0.00 0.00 0.410
H -0.144 -0.215 -5.077 -0.02 0.00 0.01 0.430
H 1.407 0.080 -4.311 0.03 0.00 0.00 0.326
H -1.219 1.465 -3.600 -0.02 -0.01 0.00 0.050
H 0.163 2.203 -4.401 0.02 0.01 0.01 0.402
H 0.124 2.741 -1.954 0.03 0.00 -0.02 0.527
H 1.568 1.844 -2.415 0.00 0.00 -0.03 0.562
H 1.461 3.777 0.032 0.03 -0.02 0.03 0.309
H 1.708 2.040 0.178 0.02 0.02 0.01 0.490
H 2.610 3.098 2.193 0.02 0.01 0.00 0.401
H 1.173 2.168 2.599 -0.01 0.01 0.01 0.246
H 1.538 5.182 2.515 0.01 -0.01 0.00 0.288
H 0.690 4.211 3.700 -0.02 -0.01 0.01 0.340
H -0.278 5.231 1.019 0.01 0.00 -0.02 0.313
H -1.141 5.156 2.540 0.00 0.00 0.01 0.408
H -2.089 3.504 1.023 0.02 0.01 0.05 0.210
H -1.249 2.649 2.316 -0.01 0.03 0.02 0.456
N 1.083 -3.656 1.114 -0.02 0.27 0.05 -0.470
C 1.174 -4.705 1.616 0.39 -0.06 0.27 0.656
N 1.321 -5.868 2.167 -0.41 0.39 -0.38 -0.721
C 0.165 -6.529 2.064 0.11 -0.32 0.17 0.552
N -0.833 -7.111 1.985 -0.12 -0.07 -0.02 -0.581
C -1.846 -4.120 -0.092 0.11 0.04 -0.14 -0.995
C -2.325 -3.194 0.971 0.02 -0.10 0.12 1.190
C -3.772 -3.245 1.344 0.04 -0.03 0.12 -1.403
O -1.591 -2.408 1.560 -0.47 0.09 -0.37 -0.546
H -2.670 -4.529 -0.673 -0.03 0.06 -0.04 0.427
H -1.336 -4.959 0.392 -0.05 0.02 0.03 0.016
H -1.122 -3.617 -0.733 0.02 -0.04 0.00 0.131
H -4.075 -4.272 1.551 0.03 -0.05 0.02 0.473
H -4.352 -2.912 0.480 -0.02 0.03 -0.01 0.285
H -3.969 -2.604 2.198 -0.02 0.00 0.00 0.340
```
Positions in Å, forces in eV/Å.

Entry 3:
A structure of composition C27H42AsBCl5F6N7Sr in a non-equilibrium geometry, computed with the ωB97M-V functional and the def2-TZVPD basis.

Computed properties:
- spin multiplicity = 2
- LUMO level (spin up / spin down) (eV) = -2.5 / -6.5
- orbital gap (spin up / spin down) (eV) = 8.9 / 4.9
- expectation value of S² = 0.758
- HOMO energy (spin up / spin down) (eV) = -11.46 / -11.46
- net charge = +1

The geometry in XYZ format:
```
90
Properties=species:S:1:pos:R:3:forces:R:3:mulliken_charge:R:1
Sr -0.767 -0.644 -0.588 1.28 0.38 0.90 1.386
C 1.955 1.550 4.253 0.05 0.03 -0.12 -1.301
C 0.915 0.720 3.577 -0.16 -0.11 0.16 0.310
C -0.048 -0.047 4.181 -0.12 -0.11 -0.18 -1.323
C -0.763 -0.661 3.130 0.31 0.25 0.29 -1.014
N -0.255 -0.282 1.965 -0.17 -0.15 -0.35 2.618
N 0.769 0.572 2.234 0.41 0.27 0.16 -0.763
B 1.697 1.181 1.188 -0.06 -0.22 0.01 -1.517
N 0.903 2.210 0.243 -0.37 -0.16 -0.35 -0.045
N 0.158 1.870 -0.752 0.35 -0.52 0.40 1.893
C -0.171 3.017 -1.464 -0.19 0.96 -0.41 -0.726
C 0.345 4.124 -0.812 -0.03 -0.50 0.03 -1.185
C 1.029 3.604 0.272 0.08 0.76 0.04 0.623
C 1.760 4.341 1.316 0.03 -0.10 0.03 -1.365
C -0.894 2.938 -2.768 -0.02 -0.03 -0.06 2.298
C -2.327 2.425 -2.546 0.08 -0.03 0.06 -1.340
C -0.127 1.965 -3.682 0.00 0.00 0.08 -1.746
C -0.954 4.322 -3.417 0.05 -0.03 0.08 -2.293
N 2.430 0.207 0.270 0.36 0.18 0.38 -0.626
N 1.845 -0.523 -0.712 -0.35 -0.13 -0.26 2.121
C 2.809 -1.196 -1.333 0.25 0.23 0.26 -0.750
C 4.048 -0.908 -0.726 -0.13 -0.08 -0.09 -1.177
C 3.771 -0.019 0.283 0.04 -0.09 -0.14 0.280
C 4.728 0.593 1.250 -0.11 0.06 0.03 -1.404
C 2.585 -2.071 -2.535 0.07 -0.08 -0.13 2.698
C 3.274 -1.414 -3.743 -0.04 -0.03 0.07 -1.841
C 1.101 -2.220 -2.841 -0.01 0.06 0.05 -1.571
C 3.206 -3.452 -2.282 -0.08 0.06 0.00 -1.651
C -1.926 -1.599 3.309 -0.10 -0.07 0.04 2.782
C -2.524 -2.017 1.971 0.04 0.06 0.06 -0.699
C -1.446 -2.848 4.063 -0.02 0.04 -0.06 -1.828
C -3.000 -0.883 4.142 0.02 -0.08 -0.07 -1.754
H 1.843 1.450 5.330 -0.01 -0.01 0.01 0.426
H 1.865 2.608 4.005 0.02 0.00 0.00 0.176
H 2.963 1.230 3.986 0.00 0.02 0.01 0.198
H -0.209 -0.156 5.240 0.00 0.00 0.01 0.594
H 2.496 1.859 1.743 0.04 0.01 0.06 -0.141
H 0.267 5.158 -1.091 0.00 0.01 0.01 0.704
H 1.637 5.410 1.170 -0.01 0.00 -0.01 0.433
H 2.824 4.096 1.291 -0.01 -0.03 0.03 0.264
H 1.388 4.066 2.306 0.03 -0.02 0.01 0.200
H -2.348 1.418 -2.131 -0.04 -0.03 0.02 0.141
H -2.839 2.391 -3.508 -0.01 -0.01 -0.01 0.470
H -2.881 3.088 -1.881 -0.02 0.00 0.01 0.438
H -0.061 0.968 -3.244 0.01 0.00 -0.05 0.437
H 0.884 2.325 -3.875 0.01 -0.02 -0.01 0.480
H -0.653 1.880 -4.633 -0.01 -0.01 -0.01 0.475
H -1.516 5.025 -2.799 0.00 0.01 -0.02 0.444
H -1.457 4.250 -4.381 -0.01 -0.01 0.00 0.407
H 0.045 4.724 -3.589 0.00 0.01 -0.01 0.486
H 5.018 -1.293 -0.991 0.01 -0.01 0.01 0.579
H 5.728 0.214 1.056 0.00 -0.02 -0.01 0.413
H 4.464 0.344 2.279 0.02 0.02 0.00 0.212
H 4.752 1.680 1.160 0.01 -0.01 0.03 0.233
H 2.845 -0.428 -3.937 0.02 0.01 -0.03 0.277
H 3.137 -2.033 -4.631 0.00 0.01 -0.01 0.481
H 4.344 -1.294 -3.570 0.01 0.01 0.00 0.393
H 0.654 -1.243 -3.042 -0.03 -0.02 -0.01 0.165
H 0.574 -2.727 -2.030 -0.02 0.00 -0.01 -0.320
H 0.953 -2.823 -3.738 -0.01 -0.01 0.01 0.589
H 4.280 -3.378 -2.113 0.01 0.01 0.01 0.373
H 3.043 -4.097 -3.147 0.00 -0.01 0.00 0.441
H 2.750 -3.924 -1.410 0.02 -0.03 -0.01 0.257
H -1.785 -2.540 1.361 -0.03 0.02 -0.01 -0.771
H -2.914 -1.151 1.434 -0.01 -0.01 -0.05 -0.222
H -3.359 -2.702 2.126 -0.02 0.00 -0.01 0.681
H -0.663 -3.361 3.501 0.00 -0.01 0.01 0.284
H -2.281 -3.536 4.210 0.01 -0.01 0.01 0.472
H -1.044 -2.590 5.043 0.01 0.00 0.00 0.394
H -3.333 0.028 3.640 -0.02 0.02 0.00 0.278
H -2.621 -0.610 5.126 -0.01 0.01 0.01 0.371
H -3.863 -1.538 4.279 0.00 0.01 0.01 0.450
Cl -5.800 0.543 1.636 0.10 0.07 -0.07 -0.067
C -5.068 1.792 0.616 -0.63 0.00 -0.04 0.742
Cl -5.552 3.405 1.171 0.08 -0.10 -0.01 -0.104
Cl -5.547 1.561 -1.073 0.08 -0.01 0.10 -0.055
C -3.620 1.686 0.717 0.37 0.02 0.08 -0.444
N -2.479 1.609 0.797 0.02 -0.01 -0.17 -0.109
Cl 0.799 -3.363 0.867 0.02 -0.01 -0.04 0.030
C -0.025 -4.924 0.611 -0.03 0.00 -0.08 -0.518
Cl 0.101 -5.477 -1.058 0.00 0.00 0.06 -0.122
H -1.073 -4.789 0.856 0.00 0.00 -0.01 0.214
H 0.447 -5.653 1.257 0.02 0.02 0.02 0.523
F -1.786 -2.718 -1.083 -0.49 -0.39 -0.30 -0.533
As -3.111 -2.060 -2.110 -0.18 -0.13 -0.20 2.103
F -3.131 -0.708 -0.915 -0.53 -0.20 -0.23 -0.602
F -4.240 -2.903 -1.160 0.01 0.03 -0.03 -0.467
F -4.281 -1.245 -3.032 0.01 0.06 -0.01 -0.478
F -2.890 -3.304 -3.236 0.06 0.00 0.03 -0.463
F -1.797 -1.095 -2.857 -0.34 -0.13 0.01 -0.397
```
Positions in Å, forces in eV/Å.

In the order shown, the computed total energy values come out to -236278.08662 -55400.79448 -180382.52555 eV.